DFT (the ωB97M-V functional and the def2-TZVPD basis) results for one molecule with the formula C4H6N2O2 in a non-equilibrium geometry.

Properties
Multiplicity   1
Energy relative to the best compared isomer or geometry (same formula, charge and spin)   68.1 kcal/mol
Total charge   0
SMILES   O=C(O)/C=N\N1CC1
HOMO   -9.3 eV
Total energy   -11318.0876 eV
E_LUMO   0.85 eV

Each line ends with the Mulliken charge.
Element x y z (Å)
O1 0.8314 -0.5959 2.2860  -0.5243
C1 -0.0772 -0.1978 1.6098  0.8379
O2 -1.2738 -0.8116 1.5025  -0.4273
C2 -0.0535 1.0464 0.8254  -0.2384
N1 0.1320 1.1142 -0.4301  -0.5051
N2 0.1574 -0.1434 -1.0450  -0.0555
C3 -0.5278 -0.0792 -2.3458  -0.4599
C4 0.9597 -0.0463 -2.2721  -0.4183
H1 -1.1341 -1.6606 1.9200  0.3268
H2 -0.0463 1.9877 1.3965  0.3633
H3 -0.9794 0.8790 -2.5882  0.3117
H4 -1.0730 -0.9987 -2.5913  0.2380
H5 1.4692 0.8791 -2.4841  0.3024
H6 1.4698 -0.9606 -2.5394  0.2487